[1]
30
Properties=species:S:1:pos:R:3:forces:R:3:mulliken_charge:R:1 method="wB97M-V/def2-TZVPD" spin_multiplicity=1 largest_force_ev_per_a=5.38 charge=+1 e_above_lowest_kcal_mol=65.92 homo_lumo_gap_ev=8.62 homo_ev=-12.2
C -4.07872 -1.23845 0.73487 0.9 0.2 0.8 -0.542
C -2.73192 -1.27625 1.21388 -2.5 0.1 -0.2 -0.473
C -4.35010 -0.58025 -0.45446 -0.5 0.8 0.5 -0.434
C -1.75924 -0.72447 0.48670 1.3 0.4 -0.8 -0.182
C -3.32245 0.04982 -1.18631 -2.3 0.6 -1.8 -0.573
C -2.08212 -0.08765 -0.70537 4.5 0.5 -1.9 0.782
C 2.57238 1.20993 2.37939 -0.1 -0.5 -1.4 -0.376
C 1.46504 1.49506 1.60307 -0.3 0.4 1.2 -0.522
C 3.65029 0.45630 1.78120 -1.0 0.3 0.7 -0.559
C 3.45219 -0.08124 0.52739 1.0 0.1 2.0 -0.172
C 1.22588 0.87428 0.33743 1.8 0.4 -1.0 0.945
C 2.40121 -0.42570 -1.51009 -1.2 -0.4 -1.5 -1.077
C -0.83675 0.42927 -1.59870 -1.1 1.3 5.1 -0.666
N 2.30347 0.12636 -0.18930 0.2 1.0 1.7 0.151
N 0.12949 1.18604 -0.35818 -0.5 -1.8 -2.9 -0.453
H -4.84494 -1.62374 1.41988 0.1 0.2 -0.7 0.358
H -2.47564 -1.55450 2.19259 -0.1 -1.0 1.1 0.432
H -5.37116 -0.30982 -0.70928 0.0 -0.6 -0.1 0.345
H -0.72919 -0.74458 0.85298 -0.4 0.0 -0.2 0.209
H -3.56485 0.66129 -2.15645 0.5 -1.3 2.0 0.250
H 2.58228 1.50541 3.43882 0.3 0.2 -0.7 0.400
H 0.74281 2.25820 2.00261 0.4 -1.2 -0.6 0.266
H 4.54699 0.36584 2.40902 -0.3 -0.5 -0.8 0.374
H 4.21848 -0.78103 0.12243 -0.9 0.9 -0.1 0.354
H 1.51958 -0.02994 -2.01634 0.5 -0.5 -0.5 0.280
H 3.29745 -0.16123 -2.13410 -0.7 0.1 1.2 0.372
H 2.33918 -1.51538 -1.38251 0.0 0.2 -0.6 0.433
H -0.25904 -0.36905 -2.02323 0.0 0.1 -0.5 0.442
H -1.20971 1.30469 -2.12755 0.7 -0.4 -0.7 0.341
H -0.49098 1.81031 0.09684 -0.4 0.5 0.6 0.295

=====

[2]
37
Properties=species:S:1:pos:R:3:forces:R:3:mulliken_charge:R:1 method="wB97M-V/def2-TZVPD" spin_multiplicity=2 largest_force_ev_per_a=0.73 charge=-1 e_above_lowest_kcal_mol=0.00 s_squared=0.767 homo_lumo_gap_ev="6.34 / 6.07" homo_ev="-3.8 / -4.3"
Ni -0.16146 -0.46754 0.08898 -0.1 -0.7 0.3 -0.358
S 1.63434 0.17427 4.00940 0.0 -0.1 0.1 -0.303
C -0.04511 -0.05853 4.28834 0.0 0.1 0.1 -0.560
C -0.73719 -0.28621 3.13769 0.1 -0.1 0.0 0.061
C 0.08976 -0.30513 1.97334 0.0 0.0 -0.4 0.102
C 1.39322 -0.07157 2.31301 0.2 0.1 0.1 -0.676
C 2.39970 -0.00254 1.27451 -0.1 0.0 0.2 1.628
C 3.77079 0.16610 1.45766 0.1 0.0 0.1 -0.825
C 4.59855 0.19709 0.35231 0.0 0.0 0.0 -0.296
C 4.04399 0.05958 -0.91404 0.0 0.0 0.1 -0.728
C 2.67089 -0.10151 -1.01222 0.1 0.0 -0.1 -0.026
N 1.86889 -0.12894 0.04651 -0.1 0.1 -0.3 -0.199
H -0.42521 -0.00749 5.29733 0.0 0.0 0.0 0.442
H -1.80423 -0.46403 3.11425 0.0 0.0 0.0 0.367
H 4.16463 0.26353 2.46155 0.0 0.0 0.0 0.337
H 5.66752 0.32349 0.47458 0.0 0.0 0.0 0.383
H 4.65348 0.07582 -1.80645 0.0 0.0 0.0 0.397
H 2.18168 -0.21730 -1.97218 0.0 0.0 0.0 0.273
S -4.28725 -1.43369 -2.47943 0.1 0.0 0.0 -0.654
Sb -2.20125 -2.07955 -1.79830 0.1 0.2 0.0 0.587
S -0.46046 -0.54084 -2.21788 0.0 -0.1 -0.1 -0.598
S -1.76572 -2.00689 0.51903 -0.1 0.2 0.0 -0.551
C -0.60693 4.47013 0.23043 0.0 0.0 0.0 -0.810
N -1.82266 3.70848 0.00073 0.0 0.0 0.0 0.140
C -3.08637 4.38518 -0.22626 0.0 0.0 0.0 -0.969
C -1.68368 2.35615 -0.09055 0.0 -0.1 -0.1 0.536
C -2.90251 1.52472 -0.36515 0.0 0.0 -0.1 -0.788
O -0.56961 1.85525 0.02637 -0.1 0.3 0.1 -0.361
H -0.85234 5.52992 0.25463 0.0 0.0 0.0 0.292
H 0.12609 4.28418 -0.55629 0.0 0.0 0.0 0.269
H -0.14296 4.18480 1.17530 0.0 0.0 0.0 0.257
H -2.91398 5.45922 -0.20192 0.0 0.0 0.0 0.263
H -3.82499 4.14929 0.54257 0.0 0.0 0.0 0.322
H -3.51592 4.13592 -1.19802 0.0 0.0 0.0 0.369
H -3.84197 2.00955 -0.11162 0.0 0.0 0.0 0.358
H -2.80899 0.58048 0.17117 0.0 0.0 0.0 0.147
H -2.91556 1.26150 -1.42759 0.0 0.0 0.0 0.169

=====

[3]
36
Properties=species:S:1:pos:R:3:forces:R:3:mulliken_charge:R:1 method="wB97M-V/def2-TZVPD" spin_multiplicity=1 largest_force_ev_per_a=17.48 charge=0 e_above_lowest_kcal_mol=329.98 homo_lumo_gap_ev=8.41 homo_ev=-8.3
C -2.00252 -2.44871 -0.85759 4.5 -0.5 -5.5 -0.762
H -1.38076 -1.91732 -1.73346 -1.4 -0.4 1.8 0.138
H -2.58370 -3.06417 -1.42515 -2.4 -1.5 -1.6 0.509
H -2.57058 -1.77248 -0.37475 -1.4 2.1 2.3 0.235
C -1.01881 -3.36464 -0.21324 -5.2 11.5 11.1 -1.059
C -0.10206 -2.33471 0.57889 2.2 0.1 0.3 0.425
C -0.13930 -1.80617 1.93265 11.1 3.0 -13.1 -1.616
C 1.02330 -0.79357 1.85831 -2.4 -0.2 6.8 -0.003
C 1.80700 -0.70410 0.80223 1.3 1.8 0.2 0.151
S 1.35775 -1.75682 -0.41188 -2.1 -1.3 0.1 -0.068
S 3.27615 0.45871 0.78565 -0.7 -9.3 -13.1 1.086
O 3.89312 0.23800 1.92765 5.1 -1.0 10.0 -0.593
O 4.06169 -0.28810 -0.53932 -3.3 4.3 4.7 -0.659
N 2.84579 1.92278 0.65615 1.6 1.6 1.2 -0.269
H 2.00228 1.97381 1.07564 -3.8 0.5 3.4 0.578
C 2.56088 2.32199 -0.58951 3.5 1.6 -8.7 -0.953
H 3.63352 2.12247 -1.16593 -2.7 1.0 0.9 0.379
C 1.55465 1.54757 -1.47212 7.6 1.8 -6.3 -0.358
C 0.35576 1.60382 -0.96889 -11.6 -2.2 4.9 0.950
C -0.97376 1.24451 -1.39597 6.2 -0.8 -12.2 -1.194
N -1.92050 1.14385 -0.60205 -2.7 2.0 8.2 0.547
C -3.32781 1.00299 -0.18165 2.5 -0.9 -12.4 -0.327
C -3.57751 1.09855 1.01288 -2.6 -1.0 8.5 -0.361
S -2.30187 1.41516 2.19003 1.2 0.3 -3.9 -0.147
C -1.19851 1.59069 0.40604 1.8 -0.3 10.4 -0.465
N 0.16014 1.66071 0.43633 -4.2 1.4 -1.9 -0.231
H -4.53766 0.65713 1.36922 0.6 1.2 -0.1 0.352
H -3.80583 0.85237 -1.20902 -0.7 -0.2 2.3 0.391
H -1.26826 0.98895 -2.42850 0.8 0.3 0.0 0.404
H 2.01354 0.55630 -1.67024 -0.5 0.4 -0.2 0.131
H 1.49426 2.20760 -2.57081 0.7 -2.1 2.8 0.305
H 2.31961 3.38010 -0.74326 0.3 -0.1 0.9 0.456
H 1.26506 -0.23664 2.91148 -0.5 -1.0 -2.9 0.156
H -0.82677 -2.00356 2.48472 -7.7 -1.9 7.2 0.828
H -0.55842 -4.00103 -0.65894 5.0 -7.8 -5.3 0.850
H -1.52985 -3.49607 0.78440 0.0 -2.3 -1.2 0.193

=====

[4]
34
Properties=species:S:1:pos:R:3:forces:R:3:mulliken_charge:R:1 method="wB97M-V/def2-TZVPD" spin_multiplicity=1 largest_force_ev_per_a=3.79 charge=0 e_above_lowest_kcal_mol=49.17 homo_lumo_gap_ev=8.33 homo_ev=-7.9
C -4.38049 -1.42317 0.17089 1.1 -1.1 -0.3 -0.712
C -3.24824 -0.44057 -0.27523 0.1 -0.3 0.7 0.632
C -0.98521 0.33077 0.39873 0.9 -0.3 0.4 0.013
C -1.26863 1.76049 0.78944 1.2 2.4 -1.7 0.482
C -0.21531 0.30687 -0.90570 -1.9 -1.1 -1.9 -0.887
C 1.24919 0.59767 -0.78694 1.5 1.5 -0.8 0.179
C 1.81661 1.85663 -1.05313 -1.1 -1.5 1.2 -0.757
C 2.37601 -0.25768 -0.39007 -0.7 0.1 0.6 0.712
C 3.52864 0.56225 -0.32346 0.1 -0.3 0.6 -0.342
C 2.48686 -1.61248 0.03132 -0.2 -0.1 -0.4 -0.276
C 4.74523 0.10390 0.24166 0.4 0.0 -1.2 -0.604
C 3.70298 -2.11290 0.42062 2.2 -1.2 1.2 -0.525
C 4.85782 -1.25556 0.60774 -1.2 0.8 -0.8 -0.459
H -5.28317 -0.91688 -1.55340 -0.2 -0.6 0.5 0.307
H -5.73699 -0.17093 -0.29163 -0.9 0.9 0.3 0.311
H -4.61438 -1.18700 1.23271 0.4 -0.6 -0.4 0.356
H -4.07386 -2.55704 0.03030 -0.4 2.3 0.4 0.297
H -2.28370 -1.08452 1.25286 0.6 -0.2 0.5 0.292
H -0.36283 -0.11632 1.16679 0.5 0.4 0.4 0.484
H -0.85847 1.01934 -1.50919 1.6 -0.5 0.1 0.437
H -0.47821 -0.70374 -1.40091 0.9 1.3 0.8 0.466
H 1.14606 2.73753 -1.21087 1.4 -0.6 -0.1 0.357
H 3.67429 2.79014 -0.57796 -0.8 -2.9 -0.5 0.313
H 1.66028 -2.33203 0.05124 0.0 0.6 -0.3 0.391
H 5.59117 0.83748 0.11590 -0.6 -1.1 0.8 0.264
H 3.86857 -3.25308 0.65384 -0.6 2.4 -0.4 0.233
H 5.79445 -1.65007 1.00802 -0.4 0.1 -0.2 0.373
H -1.98513 2.90850 2.07412 -0.4 -2.9 -0.8 0.396
N -5.55812 -1.10787 -0.57294 -0.3 -0.2 -1.3 -0.715
N -2.12169 -0.52145 0.44251 -0.8 -1.2 0.8 -0.168
N 3.19721 1.83276 -0.77859 -0.6 2.6 0.1 -0.128
O -3.37586 0.39516 -1.12858 -0.6 0.6 -1.2 -0.632
O -0.82472 2.77427 0.24762 -0.2 -1.7 0.4 -0.615
O -2.04036 1.88954 1.82230 -1.0 2.5 2.7 -0.476

=====

[5]
31
Properties=species:S:1:pos:R:3:forces:R:3:mulliken_charge:R:1 method="wB97M-V/def2-TZVPD" spin_multiplicity=4 largest_force_ev_per_a=3.34 charge=0 e_above_lowest_kcal_mol=15.33 s_squared=3.801 homo_lumo_gap_ev="5.71 / 6.95" homo_ev="-6.2 / -7.6"
C -0.75973 0.92467 -3.34308 1.1 0.9 -0.4 -0.774
C 0.63237 0.88000 -2.94789 -0.4 1.0 0.6 -0.400
C 0.76536 1.53681 -1.68879 0.1 -0.4 -1.1 -0.293
C -0.53167 2.01202 -1.28933 0.4 0.8 -1.3 -0.835
C -1.45402 1.70475 -2.34342 0.7 2.2 -1.0 -0.088
Re -1.07218 -0.22306 -1.51378 -2.9 1.3 1.0 0.873
N -2.94231 -0.15508 -1.52401 1.3 -2.2 -1.2 -0.701
C -0.05349 -1.99758 -1.71195 -0.3 -1.5 0.2 -0.581
C 1.29373 -1.54446 -1.60886 0.9 -0.9 0.0 -0.870
H 1.70983 1.67031 -1.15703 -0.5 -0.2 0.0 0.346
H 1.44486 0.44321 -3.52119 -0.4 0.0 0.2 0.636
H -0.69125 2.63744 -0.41343 -0.2 -0.4 -0.4 0.533
H -2.47213 2.06367 -2.42943 0.2 -0.3 0.2 0.329
H -1.12436 0.54029 -4.29068 -0.1 0.3 0.3 0.428
H 1.87315 -1.36131 -2.52660 -0.3 -0.1 0.7 0.371
H -0.52000 -2.50410 -0.86185 0.6 -0.5 0.0 0.322
H -3.28261 -1.14916 -1.57424 0.0 0.7 0.6 0.261
H 1.85434 -1.64055 -0.66755 -0.3 0.1 -0.6 0.410
H -0.44245 -2.38011 -2.65762 0.4 -0.2 -0.1 0.456
Se -1.71497 0.29062 0.76314 0.2 -0.5 3.1 -0.190
C -0.32360 0.18291 2.15422 0.1 0.1 -0.1 0.149
C -0.64980 0.57344 3.47060 0.1 -0.3 -0.4 -0.527
C 0.19015 0.22599 4.53416 0.0 0.1 -0.4 -0.432
C 1.37525 -0.47420 4.29359 -0.2 0.0 -0.3 -0.473
C 1.74475 -0.76882 2.97784 -0.1 0.2 -0.1 -0.424
C 0.92377 -0.40429 1.90285 -0.3 -0.1 0.4 0.206
H -1.57932 1.11789 3.65069 0.2 -0.3 0.0 0.336
H -0.08847 0.48857 5.55339 0.0 0.0 -0.2 0.342
H 2.00499 -0.78748 5.12237 -0.1 0.1 -0.1 0.357
H 2.67539 -1.29909 2.78118 -0.1 0.2 0.1 0.361
H 1.21442 -0.60326 0.86671 -0.1 -0.1 0.5 -0.130

=====

[6]
51
Properties=species:S:1:pos:R:3:forces:R:3:mulliken_charge:R:1 method="wB97M-V/def2-TZVPD" spin_multiplicity=1 largest_force_ev_per_a=7.12 charge=-1 homo_lumo_gap_ev=2.29 homo_ev=-4.3
F 2.90695 -1.50159 2.65228 -2.9 4.1 4.2 -0.065
C 3.26882 -0.10352 3.09655 -1.7 3.7 -0.1 0.559
C 2.57829 0.89274 1.94520 -2.0 -1.0 0.8 -0.014
C 0.96856 0.97761 2.38067 -2.2 -0.4 0.1 0.092
C 0.57960 2.23588 3.38689 -4.3 -2.6 -0.8 -0.325
C -0.97998 2.33846 3.88202 2.5 -2.0 -2.7 -1.086
C -2.03850 1.17344 3.32762 -2.1 -1.8 -0.8 0.233
N -3.51059 1.02764 3.64232 4.0 -1.1 -2.2 -0.565
S -4.14702 -0.37952 2.76203 4.7 2.0 -0.2 0.259
N -2.76783 -1.01838 1.85511 1.7 5.4 4.3 -0.167
C -1.66741 -0.07396 2.28849 1.0 0.5 -0.1 0.219
C -0.08567 -0.15221 1.82638 0.0 3.0 2.2 -0.233
H 2.73363 0.05514 4.14941 1.2 -1.0 -2.4 0.297
H 4.43101 0.04642 3.18342 -1.8 -1.0 -0.2 -0.425
H 3.05690 1.96022 1.91679 -0.8 -2.3 0.3 0.403
H 2.63450 0.42503 0.86135 0.2 0.9 2.3 0.029
H 1.38141 3.03083 3.76147 -1.9 -2.0 -1.0 0.302
H -1.27767 3.20022 4.61963 0.5 -2.0 -1.2 0.743
H 0.31083 -1.02177 1.11131 -1.1 2.2 1.7 0.301
Be 6.15298 0.70229 2.78314 0.4 0.7 -0.9 -0.098
C -5.10505 1.56168 -2.41368 -1.3 0.4 -2.2 0.349
F -6.43272 1.22503 -2.33708 1.4 0.2 0.4 -0.199
F -4.64216 0.98958 -3.57148 -0.1 0.5 1.7 -0.174
F -5.07650 2.91600 -2.63053 0.3 -1.4 0.7 -0.211
S -4.13320 1.04341 -0.90395 1.6 1.7 0.8 1.354
O -4.27358 -0.41730 -0.82838 -0.5 -0.9 -0.5 -0.444
O -4.76042 1.74212 0.22636 0.1 -0.4 -1.0 -0.699
O -2.75251 1.47779 -1.15612 -1.6 -0.4 -0.1 -0.647
O -4.75257 2.24468 -6.48410 0.2 0.9 -1.1 -0.722
H -4.91288 1.64706 -5.77673 -0.2 -0.9 1.1 0.286
Li -2.73272 4.08587 2.92958 0.1 -1.0 -0.3 0.920
C 0.83227 -2.06919 -3.25010 -0.1 -0.2 -0.2 -0.674
C 0.99141 -3.06766 -2.10453 -0.4 -0.1 0.2 -0.669
C 2.44695 -3.00917 -1.64403 0.0 -0.7 0.2 -0.236
S 3.02200 -1.35860 -2.01359 -0.4 0.1 -0.4 1.046
O 4.05152 -1.44580 -3.02781 0.0 0.2 0.5 -0.714
O 3.21362 -0.63176 -0.77446 0.4 0.0 -0.3 -0.583
C 1.51750 -0.79346 -2.78347 -0.4 0.2 -0.2 -0.624
H -0.21984 -1.89440 -3.49328 0.2 0.0 0.1 0.413
H 1.32854 -2.45515 -4.14854 0.0 0.1 0.1 0.294
H 0.33091 -2.78157 -1.27699 -0.1 -0.1 -0.2 0.235
H 0.71438 -4.08150 -2.40994 0.0 0.2 0.1 0.319
H 2.53693 -3.19330 -0.57048 0.1 0.1 -0.3 -0.006
H 3.07045 -3.71704 -2.19706 0.0 0.2 0.1 0.386
H 1.75019 -0.10751 -3.59975 0.1 0.0 0.2 0.396
H 0.92229 -0.28326 -2.02029 0.1 0.0 -0.1 0.321
Br 3.86728 -2.51581 1.59136 3.8 -3.6 -3.3 0.073
Mg 7.46728 3.34376 2.44030 -0.5 -0.4 -0.2 0.156
Cl 5.06728 2.35626 0.83405 1.1 -0.2 0.8 -0.598
Cl -5.43272 -1.89884 -2.25166 0.4 0.6 0.4 -0.062
F -2.43272 -2.72684 0.21434 0.4 -0.3 -0.4 -0.748